42
Properties=species:S:1:pos:R:3:forces:R:3:lowdin_charge:R:1 method="wB97M-V/def2-TZVPD" s_squared=8.81 multiplicity=6 e_tot_ha=-11890.230970 e_above_lowest_kcal_mol=28.8 lumo_energy_ev="-5.872 / -7.024" total_charge=+1
Sb -0.0423 -2.1535 3.2886 -0.448 0.048 -0.374 0.0139
Pd 0.0122 -0.2404 0.9876 -0.883 -0.195 -0.634 0.6757
Se 0.1765 -1.5060 5.6661 0.010 -0.087 0.045 0.2977
Se 1.9541 -0.9365 2.1884 -0.103 -0.436 0.056 0.6558
Se -2.0934 -0.9597 2.5413 0.642 0.010 0.426 0.3408
Se -0.1320 -4.5405 2.7539 0.144 -0.190 0.104 0.4111
P 1.9264 0.5364 -1.6164 0.194 0.433 -0.178 0.1644
Si -0.5561 -3.1292 -0.7445 -0.115 -0.117 -0.154 0.2544
F 1.8102 -0.2703 -2.9705 -0.032 -0.099 -0.112 -0.1036
F 3.4873 0.7630 -1.7625 -0.148 -0.108 0.118 -0.0994
F 1.9166 1.2951 -0.1488 0.193 0.092 0.116 -0.2329
F 1.5845 1.9170 -2.3232 -0.043 0.084 -0.027 -0.1150
F 2.1628 -0.8594 -0.7962 0.046 -0.169 0.056 -0.2329
F 0.2716 0.3211 -1.3592 0.097 -0.168 -0.046 -0.2381
O -1.7385 0.8903 0.0943 0.218 -0.892 0.178 -0.0767
O 0.0851 1.6197 1.7046 0.644 -0.097 0.473 -0.1697
O -0.1318 -2.0965 0.5149 0.406 -0.373 0.691 -0.6856
N -1.5096 2.0783 0.3218 -0.363 1.715 -0.264 -0.1454
N -0.5745 2.5198 1.2157 -0.908 0.446 -0.648 0.1061
C -2.2666 3.0868 -0.3641 0.311 -0.008 0.236 -0.1445
C -0.8547 -2.3502 -2.3776 0.034 0.569 -0.195 -0.1551
C -3.0536 2.6539 -1.4284 0.082 -0.039 0.092 0.0200
C -2.1179 -3.9993 -0.2188 -0.243 -0.035 0.300 -0.1758
C 0.8007 -4.3700 -0.8823 0.420 -0.111 0.024 -0.1601
C -3.7813 3.5945 -2.1192 -0.135 0.227 -0.111 -0.0357
C -3.7212 4.9373 -1.7486 -0.057 0.003 -0.036 -0.0264
C -2.9239 5.3516 -0.6848 -0.116 0.074 -0.108 -0.0431
C -2.1828 4.4311 0.0225 0.122 -0.341 0.074 0.0114
H -2.8825 6.3973 -0.4088 -0.010 -0.057 -0.017 0.1210
H -4.3051 5.6695 -2.2949 0.070 -0.062 0.027 0.1214
H 0.0526 -1.8921 -2.7822 -0.161 -0.064 -0.017 0.0261
H -4.3930 3.2869 -2.9575 0.021 0.037 0.045 0.1218
H -1.5625 4.7323 0.8538 -0.009 -0.005 -0.043 0.1182
H -2.6853 -4.3053 -1.1066 0.081 -0.015 0.183 0.0451
H -1.9071 -4.9009 0.3753 -0.138 0.165 -0.126 0.0070
H -1.1942 -3.1372 -3.0616 0.024 0.126 0.070 0.0520
H -3.0717 1.6106 -1.7047 0.014 0.008 -0.018 0.1263
H 1.7688 -3.8683 -1.0096 -0.135 -0.168 -0.007 0.0466
H -1.6283 -1.5741 -2.3228 0.089 -0.133 -0.107 0.0402
H -2.7562 -3.3366 0.3796 0.016 -0.165 -0.111 0.0156
H 0.6212 -5.0059 -1.7594 0.067 0.071 0.173 0.0532
H 0.8495 -5.0160 0.0023 0.098 0.024 -0.154 -0.0055

118
Properties=species:S:1:pos:R:3:forces:R:3:lowdin_charge:R:1 method="wB97M-V/def2-TZVPD" s_squared=0.78 multiplicity=2 e_tot_ha=-4562.474288 e_above_lowest_kcal_mol=23.7 lumo_energy_ev="3.774 / 3.773" total_charge=-2
Cd 2.1906 -1.3360 0.7497 0.280 0.004 -0.165 1.3326
S 2.7461 -4.1213 -0.1207 -0.050 0.090 0.137 0.3241
S 1.4971 2.7687 -0.3068 -0.021 0.149 -0.056 0.7296
S 1.9849 -0.0812 -2.3409 0.055 -0.090 0.242 0.1986
S 4.9174 -1.1643 -0.8706 -0.112 0.132 -0.064 0.2612
P 3.8866 -0.6307 -2.4495 -0.046 0.043 0.025 -0.1661
P -1.7480 -0.7047 0.2844 0.048 -0.006 -0.176 1.1430
O 2.0985 -3.0353 -0.9050 -0.140 -0.200 0.301 -0.5160
O 4.0682 -1.8215 -3.5358 0.014 0.051 -0.010 -0.3539
O 3.8161 -4.8256 -0.7831 -0.026 0.059 -0.119 -0.3461
O 3.0577 -3.5917 1.2157 -0.022 -0.172 -0.024 -0.4465
O 4.6181 0.5956 -3.2603 0.165 -0.173 -0.158 -0.3747
N 1.0201 -0.3934 3.5488 0.038 0.049 -0.116 -0.0122
N 1.8393 5.3873 0.2658 -0.035 -0.044 0.019 -0.1714
N 0.9970 4.9851 -1.7368 -0.040 -0.027 0.015 0.0022
N 0.7303 -1.3690 2.7040 0.225 -0.009 0.182 -0.1012
C 2.3197 1.5143 4.0455 -0.007 0.006 0.027 -0.0833
C -2.7707 -1.5415 -3.7548 0.006 0.014 -0.022 -0.2126
C 1.4877 6.6840 -0.2682 0.046 0.048 -0.024 -0.1555
C -1.9682 -4.2721 4.0909 0.005 -0.012 -0.008 -0.1554
C -0.5804 -2.6561 -3.2192 -0.014 0.010 -0.005 -0.2005
C -0.6123 -3.3008 2.3488 0.025 -0.058 -0.021 -0.0993
C -2.7723 -0.6930 -2.4754 0.011 0.015 -0.010 -0.2031
C 5.6695 1.3758 -2.7229 0.010 0.134 0.141 -0.3510
C 4.1734 2.2111 2.6861 -0.041 0.018 0.016 -0.1561
C 1.3550 6.3899 -1.7641 -0.012 0.054 -0.017 -0.1728
C -5.8526 -2.2751 1.6715 0.014 -0.007 0.015 -0.2145
C 3.4973 -1.6975 -4.8293 -0.055 -0.023 -0.041 -0.3362
C -1.5665 3.2138 1.6932 -0.050 -0.017 0.015 -0.2037
C 4.5988 -1.5308 -5.8592 -0.019 0.019 0.004 -0.0891
C 1.9557 5.1913 1.6903 0.055 0.009 0.002 -0.0605
C 3.8698 1.1945 1.7829 0.005 0.016 -0.057 -0.2191
C 1.4725 -5.3411 0.1149 0.021 -0.050 -0.033 -0.1538
C -1.4978 -4.2670 2.7758 -0.035 -0.012 0.001 -0.1402
C -1.5058 -3.2852 4.9580 -0.030 -0.001 0.023 -0.1379
C -3.4871 -1.1945 0.7353 -0.009 0.012 0.036 -0.4441
C -3.0664 3.5568 1.6527 0.018 -0.003 0.004 -0.2002
C 2.0406 0.4655 3.1472 -0.079 -0.095 0.083 -0.3808
C -1.6057 -1.0675 -1.5393 0.007 -0.025 0.007 -0.4458
C -1.1449 -2.5115 -1.7993 0.022 0.040 0.012 -0.2270
C -3.7728 -2.6531 0.3217 -0.031 0.024 -0.003 -0.2050
C -1.3377 -1.7729 -4.2252 -0.013 -0.026 0.012 -0.2052
C -1.8024 1.1581 0.2648 0.014 0.012 0.049 -0.4374
C -0.6086 -2.3155 4.5448 -0.022 0.029 0.037 -0.0541
C -3.8762 2.4776 0.9220 -0.031 0.017 -0.042 -0.2055
C -5.1645 -1.2984 2.6346 0.015 -0.005 -0.018 -0.1904
C 5.1246 2.6986 -2.2132 0.061 -0.024 0.006 -0.0849
C -4.8375 -3.3142 1.2113 -0.010 0.019 -0.023 -0.1982
C 3.3768 2.3736 3.8197 0.023 0.056 -0.016 -0.1600
C -0.1350 -2.2980 3.2152 -0.108 0.097 -0.201 -0.3235
C -1.3441 1.7066 1.6317 0.039 0.030 -0.044 -0.2330
C -3.6918 -1.0701 2.2514 -0.021 0.027 -0.017 -0.2041
C -3.0817 1.8708 -0.2322 -0.021 -0.001 0.022 -0.1969
C 2.8098 0.3177 1.9763 -0.066 0.007 -0.003 -0.2406
C 1.4444 4.3833 -0.5773 0.014 -0.054 0.005 -0.8284
H 6.3984 1.5294 -3.5265 -0.030 0.017 -0.010 0.1047
H 4.3909 2.5219 -1.4262 -0.025 -0.011 0.031 0.0450
H -4.8184 2.8988 0.5552 0.004 -0.026 0.018 0.1014
H -3.2417 -2.5111 -3.5586 -0.020 -0.009 -0.012 0.1045
H -3.7215 1.1926 -0.7977 0.019 0.013 -0.024 0.0728
H -4.0997 -2.6747 -0.7216 0.019 -0.009 -0.022 0.1005
H -0.3645 -2.7897 -1.0892 -0.024 -0.012 0.030 0.0698
H 1.0294 5.4810 2.2003 -0.012 -0.008 0.023 0.0855
H -3.3682 -0.0955 2.6141 0.021 -0.010 0.030 0.0804
H 2.9239 -2.6110 -5.0117 -0.003 0.020 -0.024 0.1134
H -3.0498 -1.8013 2.7484 0.035 -0.032 0.018 0.0965
H -4.3551 -3.7466 2.0922 0.000 -0.041 0.020 0.0983
H 2.7989 -0.8562 -4.8600 0.011 -0.030 0.009 0.0693
H -1.8731 1.2278 2.4600 0.004 -0.022 0.020 0.0952
H 0.6722 -4.9277 0.7177 -0.028 0.025 0.027 0.0211
H 0.5784 6.9932 -2.2364 0.035 0.013 -0.005 0.1046
H 1.6991 1.6047 4.9308 -0.014 0.006 0.015 0.0851
H -3.7379 -0.7945 -1.9706 -0.005 -0.012 0.002 0.0847
H -1.8395 -5.0233 2.0749 0.000 -0.002 0.000 0.0952
H -0.9911 1.4026 -0.4297 -0.013 -0.026 -0.023 0.0596
H -0.2907 1.4642 1.7752 0.012 0.003 0.021 0.0753
H 1.1069 -5.6335 -0.8668 0.001 -0.027 -0.034 0.0583
H -3.2113 4.5204 1.1524 -0.001 0.008 0.015 0.0960
H -2.6644 -5.0299 4.4295 -0.013 -0.005 0.005 0.0748
H -1.3205 -2.2235 -5.2218 0.014 0.013 0.001 0.0971
H 5.2587 -2.3988 -5.8609 0.020 -0.025 0.011 0.0695
H -0.2477 -1.5567 5.2234 -0.018 0.004 0.004 0.0796
H -0.8324 -0.8057 -4.3071 0.011 0.024 -0.018 0.1039
H -6.2268 -1.7343 0.7960 -0.037 -0.007 -0.010 0.1052
H -0.6336 -3.7061 -3.5250 -0.017 -0.007 0.005 0.1048
H -4.2084 -0.5370 0.2348 -0.019 -0.010 0.004 0.0924
H -5.7051 -0.3468 2.6479 -0.004 0.014 -0.005 0.0966
H -1.0537 3.6652 0.8400 0.015 0.015 -0.022 0.0792
H 2.1571 4.1399 1.8857 0.006 -0.036 0.007 0.0449
H 5.9326 3.3149 -1.8089 0.009 0.007 0.004 0.0673
H 4.4864 1.0796 0.8960 -0.015 0.007 -0.003 0.0330
H -2.8029 2.6711 -0.9280 0.011 0.024 0.015 0.1142
H 6.1602 0.8299 -1.9118 -0.025 0.012 -0.064 0.0439
H -1.9819 -3.1988 -1.6515 0.006 -0.020 -0.004 0.0904
H -2.6756 0.3601 -2.7547 -0.028 0.020 0.024 0.1067
H 1.0468 4.4119 -2.5635 -0.012 0.004 0.013 0.1230
H -3.4530 3.6721 2.6699 -0.011 0.005 0.002 0.0981
H 2.2634 7.4218 -0.0515 -0.031 0.019 -0.001 0.1145
H 5.0128 2.8741 2.5039 0.027 0.014 0.002 0.0777
H 4.1732 -1.4109 -6.8588 -0.009 -0.011 -0.031 0.0641
H -1.8516 -3.2760 5.9875 -0.003 0.000 0.005 0.0827
H 4.6315 3.2472 -3.0178 -0.022 0.013 -0.026 0.0674
H -4.1450 1.6805 1.6200 -0.010 -0.009 0.012 0.0892
H -0.7431 -0.4407 -1.8006 -0.007 -0.022 -0.004 0.0505
H 3.5904 3.1668 4.5313 0.001 -0.002 -0.005 0.0789
H -5.2062 -1.7038 3.6497 -0.011 0.027 0.020 0.1046
H 2.7824 5.7864 2.0823 -0.002 0.022 0.007 0.0849
H -3.3730 -1.0518 -4.5271 0.007 -0.004 0.003 0.0979
H -1.1053 3.6296 2.5925 0.022 0.010 -0.005 0.1037
H 5.1905 -0.6478 -5.6192 0.001 0.028 -0.009 0.0634
H -2.8525 -3.2358 0.3802 0.048 -0.029 0.007 0.0830
H -0.2711 -3.2734 1.3220 -0.014 0.025 -0.021 0.0567
H 0.4732 -2.3760 -3.1993 0.032 -0.013 -0.013 0.0591
H 0.5405 7.0432 0.1599 -0.015 -0.023 -0.019 0.1182
H -6.7193 -2.7406 2.1489 0.001 -0.005 0.010 0.0968
H -5.3190 -4.1363 0.6748 0.002 0.001 -0.011 0.1021
H 1.9202 -6.1904 0.6243 0.018 -0.041 0.013 0.0575
H 2.3039 6.5657 -2.2848 0.012 -0.017 0.032 0.1119